# 1
Below is a cluster of 8 separate species, C32H40N8 in total, with properties calculated with ωB97M-V/def2-TZVPD.

Positions of all 80 atoms, in Å:
C  -2.441  15.740  -4.886
C  -1.883  15.589  -6.151
C  -2.571  16.444  -7.002
N  -3.657  16.900  -6.308
C  -3.566  16.513  -4.993
H  -2.110  15.268  -3.973
H  -1.119  14.890  -6.455
H  -2.394  16.771  -8.011
H  -4.279  17.615  -6.663
H  -4.247  16.769  -4.204
C  -11.577  18.773  -3.551
C  -10.679  19.855  -3.414
C  -9.849  19.552  -2.362
N  -10.332  18.453  -1.715
C  -11.404  17.980  -2.432
H  -12.302  18.587  -4.323
H  -10.524  20.658  -4.118
H  -9.045  20.118  -1.916
H  -9.828  18.040  -0.955
H  -11.845  17.023  -2.199
C  -0.933  19.617  -4.042
C  -1.460  19.029  -2.860
C  -1.481  20.021  -1.904
N  -0.934  21.159  -2.455
C  -0.602  20.908  -3.757
H  -0.868  19.005  -4.929
H  -1.749  18.001  -2.722
H  -1.808  20.038  -0.877
H  -0.723  22.000  -1.954
H  -0.081  21.628  -4.366
C  -6.312  20.067  -4.133
C  -6.096  21.337  -4.731
C  -4.729  21.543  -4.712
N  -4.120  20.426  -4.186
C  -5.095  19.521  -3.896
H  -7.283  19.655  -3.907
H  -6.803  22.101  -5.010
H  -4.050  22.378  -4.813
H  -3.150  20.359  -3.920
H  -4.857  18.572  -3.448
C  -10.372  23.164  -7.027
C  -9.412  22.419  -6.312
C  -8.581  21.801  -7.246
N  -9.259  21.910  -8.433
C  -10.340  22.734  -8.350
H  -11.069  23.865  -6.595
H  -9.271  22.576  -5.253
H  -7.637  21.290  -7.305
H  -8.814  21.680  -9.305
H  -10.875  23.032  -9.234
C  -1.795  21.411  -7.813
C  -1.415  20.608  -8.945
C  -0.083  20.855  -9.182
N  0.271  21.921  -8.414
C  -0.728  22.222  -7.532
H  -2.757  21.384  -7.330
H  -2.075  19.878  -9.380
H  0.551  20.444  -9.948
H  1.132  22.424  -8.519
H  -0.625  23.045  -6.845
C  -6.498  18.978  -7.370
C  -6.873  18.226  -8.496
C  -5.798  18.225  -9.377
N  -4.844  19.050  -8.839
C  -5.315  19.583  -7.654
H  -7.095  19.113  -6.485
H  -7.758  17.626  -8.634
H  -5.703  17.600  -10.247
H  -3.972  19.347  -9.230
H  -4.741  20.356  -7.171
C  -5.884  21.518  -0.602
C  -6.773  20.643  0.046
C  -6.934  21.109  1.307
N  -6.077  22.170  1.504
C  -5.461  22.470  0.282
H  -5.509  21.281  -1.589
H  -7.194  19.783  -0.448
H  -7.557  20.815  2.138
H  -5.820  22.585  2.377
H  -4.612  23.130  0.240

Frontier orbital gap in eV: 8.38
Strongest force on any atom in hartree/bohr: 0.03623
SMILES: c1cc[nH]c1.c1cc[nH]c1.c1cc[nH]c1.c1cc[nH]c1.c1cc[nH]c1.c1cc[nH]c1.c1cc[nH]c1.c1cc[nH]c1
Highest occupied orbital energy in Ha: -0.2878
LUMO in eV: 0.55

Löwdin atomic charge list, values in e, 6 entries:
1 C -0.14
2 C -0.12
3 C -0.13
4 N 0.04
5 C -0.14
6 H 0.09

=====

# 2
Below is a cluster of 8 separate species, C32H40N8 in total, with properties calculated with ωB97M-V/def2-TZVPD.

Positions of all 80 atoms, in Å:
C  5.275  0.622  6.071
C  6.148  0.228  5.020
C  7.116  -0.541  5.638
N  6.884  -0.596  7.024
C  5.679  0.046  7.278
H  4.352  1.123  5.820
H  5.984  0.403  3.967
H  7.914  -1.145  5.232
H  7.430  -1.154  7.665
H  5.248  0.030  8.267
C  -2.672  -2.444  -5.489
C  -1.506  -2.831  -6.153
C  -0.901  -1.691  -6.612
N  -1.613  -0.606  -6.177
C  -2.775  -1.079  -5.508
H  -3.321  -3.167  -5.018
H  -1.231  -3.873  -6.212
H  0.006  -1.587  -7.189
H  -1.247  0.335  -6.218
H  -3.571  -0.427  -5.179
C  1.062  -0.250  0.538
C  2.152  -0.580  -0.307
C  1.583  -0.820  -1.514
N  0.253  -0.637  -1.505
C  -0.147  -0.273  -0.254
H  1.075  -0.147  1.613
H  3.170  -0.693  0.037
H  2.000  -1.231  -2.421
H  -0.296  -0.754  -2.345
H  -1.188  -0.124  -0.005
C  -4.719  2.473  -2.251
C  -3.558  2.967  -2.928
C  -4.164  3.410  -4.153
N  -5.498  3.209  -4.171
C  -5.890  2.683  -3.013
H  -4.598  1.968  -1.304
H  -2.525  2.989  -2.613
H  -3.587  3.835  -4.961
H  -6.146  3.381  -4.927
H  -6.940  2.460  -2.889
C  6.378  1.574  -6.611
C  5.401  0.874  -5.778
C  5.690  1.334  -4.526
N  6.662  2.276  -4.520
C  7.186  2.415  -5.799
H  6.535  1.348  -7.656
H  4.629  0.194  -6.107
H  5.154  1.293  -3.589
H  7.037  2.771  -3.724
H  7.997  3.112  -5.952
C  -6.466  1.532  2.962
C  -6.983  1.870  4.242
C  -7.238  0.700  4.954
N  -6.750  -0.316  4.248
C  -6.174  0.147  3.117
H  -6.239  2.093  2.067
H  -7.151  2.878  4.592
H  -7.747  0.489  5.883
H  -6.730  -1.289  4.516
H  -5.670  -0.514  2.427
C  0.113  -7.130  -0.629
C  0.703  -6.938  0.601
C  1.455  -5.790  0.476
N  1.361  -5.287  -0.752
C  0.514  -6.097  -1.487
H  -0.542  -7.935  -0.927
H  0.674  -7.569  1.477
H  1.987  -5.170  1.182
H  1.787  -4.420  -1.050
H  0.410  -5.954  -2.553
C  -1.309  2.317  4.892
C  -1.891  2.679  6.136
C  -1.109  3.784  6.588
N  -0.130  4.049  5.669
C  -0.174  3.048  4.680
H  -1.815  1.572  4.296
H  -2.743  2.298  6.679
H  -1.207  4.389  7.477
H  0.525  4.818  5.681
H  0.637  3.041  3.966

Frontier orbital gap in eV: 8.32
Strongest force on any atom in hartree/bohr: 0.08912
SMILES: c1cc[nH]c1.c1cc[nH]c1.c1cc[nH]c1.c1cc[nH]c1.c1cc[nH]c1.c1cc[nH]c1.c1cc[nH]c1.c1cc[nH]c1
Highest occupied orbital energy in Ha: -0.2909
LUMO in eV: 0.40

Löwdin atomic charge list, values in e, 6 entries:
1 C -0.13
2 C -0.11
3 C -0.14
4 N 0.00
5 C -0.13
6 H 0.08

=====

# 3
Below is a structure of composition C32H41BF7GeMoNPSe, with properties calculated with ωB97M-V/def2-TZVPD.

Positions of all 86 atoms, in Å:
Mo  0.206  -0.385  0.257
C  -2.997  1.522  0.442
C  -2.835  1.135  -1.028
C  -4.183  1.127  -1.741
P  -1.880  -0.451  -1.108
C  -1.917  -0.953  -2.877
C  -1.297  -2.337  -3.050
C  -1.202  0.080  -3.744
C  -2.912  -1.648  -0.241
C  -4.120  -2.145  -0.728
C  -4.913  -3.014  0.003
C  -6.206  -3.562  -0.540
C  -4.453  -3.357  1.276
C  -3.257  -2.894  1.782
C  -2.417  -2.040  1.025
N  -1.192  -1.601  1.462
C  -0.778  -2.107  2.725
C  -0.954  -1.337  3.878
C  -1.618  0.005  3.785
C  -0.504  -1.828  5.096
C  0.113  -3.070  5.200
C  0.633  -3.560  6.526
C  0.255  -3.829  4.047
C  -0.186  -3.370  2.810
C  -0.036  -4.215  1.577
H  -3.501  2.488  0.520
H  -2.031  1.609  0.943
H  -3.596  0.777  0.972
H  -2.182  1.872  -1.506
H  -4.866  0.416  -1.273
H  -4.094  0.877  -2.800
H  -4.640  2.117  -1.673
H  -2.972  -1.003  -3.165
H  -0.234  -2.304  -2.806
H  -1.400  -2.661  -4.089
H  -1.775  -3.079  -2.408
H  -0.162  0.176  -3.432
H  -1.662  1.068  -3.680
H  -1.222  -0.234  -4.791
H  -4.449  -1.850  -1.720
H  -6.434  -3.127  -1.514
H  -7.046  -3.345  0.125
H  -6.165  -4.647  -0.665
H  -5.053  -4.021  1.893
H  -2.945  -3.203  2.771
H  -1.017  0.696  3.188
H  -1.752  0.441  4.776
H  -2.593  -0.070  3.299
H  -0.631  -1.220  5.987
H  -0.090  -3.389  7.325
H  1.554  -3.040  6.803
H  0.854  -4.627  6.492
H  0.729  -4.805  4.106
H  0.529  -5.122  1.797
H  0.482  -3.666  0.790
H  -1.013  -4.504  1.179
C  4.434  -2.099  -1.694
Ge  3.087  -0.658  -1.833
C  2.711  -0.433  -3.754
C  3.853  1.009  -1.143
C  1.453  -1.182  -0.921
H  5.029  -2.154  -2.609
H  3.960  -3.069  -1.532
H  5.112  -1.909  -0.862
H  3.641  -0.298  -4.311
H  2.083  0.445  -3.907
H  2.193  -1.308  -4.154
H  4.918  0.892  -0.931
H  3.341  1.296  -0.224
H  3.725  1.814  -1.867
H  1.225  -2.256  -1.065
F  0.054  2.755  -0.106
B  0.459  1.604  -0.711
F  0.940  1.896  -1.950
F  7.187  -2.243  1.793
C  5.978  -1.673  1.877
C  5.857  -0.311  2.068
F  6.961  0.443  2.174
C  4.602  0.265  2.146
F  4.554  1.587  2.341
C  3.429  -0.474  2.033
Se  1.733  0.375  2.224
C  3.590  -1.843  1.843
F  2.534  -2.651  1.744
C  4.835  -2.441  1.766
F  4.944  -3.763  1.575

⟨S²⟩: 2.0651
Frontier orbital gap (spin up / spin down) in eV: 6.15 / 7.28
Total charge: -1
Strongest force on any atom in hartree/bohr: 0.00355
Highest occupied orbital energy (spin up / spin down) in Ha: -0.1323 / -0.1740
2S+1: 3
LUMO (spin up / spin down) in eV: 2.55 / 2.54

Löwdin atomic charge list, values in e, 6 entries:
1 Mo 0.87
2 C -0.11
3 C -0.53
4 C -0.11
5 P 1.02
6 C -0.53

=====

> The lowest strongest force on any atom belongs to which entry?

C32H41BF7GeMoNPSe